No. 1
Computed, not measured: one molecule with the formula C3I2N2, with wB97M-V/def2-TZVPD.

Last column: Mulliken charge in e.
Geometry (Å):
1 N -0.597 -0.312 -2.204  -0.315
2 C 0.026 -0.094 -1.261  0.433
3 C 0.658 0.196 -0.010  -0.654
4 I 2.435 -1.416 0.053  0.225
5 I 1.548 2.251 0.019  0.258
6 C -0.157 0.080 1.224  0.361
7 N -0.752 -0.076 2.193  -0.308

ΔE to the lowest compared entry with this formula, charge and spin = 0.0 kcal/mol
orbital gap = 8.0 eV
highest occupied orbital energy = -10.410 eV



No. 2
Computed, not measured: one molecule with the formula C3N2O, with wB97M-V/def2-TZVPD.

Last column: Mulliken charge in e.
Geometry (Å):
1 N -1.864 1.043 1.026  -0.362
2 C -1.211 0.815 0.094  0.465
3 N -0.497 0.568 -1.031  -0.419
4 C 0.534 -0.166 -0.942  0.005
5 C 1.116 -0.802 0.164  0.547
6 O 1.919 -1.456 0.673  -0.235

ΔE to the lowest compared entry with this formula, charge and spin = 47.5 kcal/mol
orbital gap = 8.0 eV
highest occupied orbital energy = -10.244 eV



No. 3
Computed, not measured: one molecule with the formula C3N3O2P, with wB97M-V/def2-TZVPD.

Last column: Mulliken charge in e.
Geometry (Å):
1 N 2.533 1.613 -0.742  -0.375
2 C 1.869 0.703 -0.532  0.491
3 O 1.215 -0.370 -0.266  -0.411
4 P -0.311 -0.208 0.768  0.783
5 O -0.265 -0.241 2.203  -0.522
6 C -0.869 1.215 -0.019  0.192
7 N -1.436 1.953 -0.644  -0.164
8 C -1.139 -1.550 -0.070  0.236
9 N -1.662 -2.470 -0.520  -0.231

ΔE to the lowest compared entry with this formula, charge and spin = 0.0 kcal/mol
orbital gap = 10.2 eV
highest occupied orbital energy = -12.002 eV



No. 4
Computed, not measured: C40H100As2F12N5O5 as an isolated structure, with wB97M-V/def2-TZVPD.

Last column: Mulliken charge in e.
Geometry (Å):
1 C -17.679 -6.393 -13.930  -1.342
2 C -18.024 -6.616 -12.411  -0.131
3 N -19.105 -7.755 -12.179  0.561
4 C -18.439 -9.141 -12.519  -1.053
5 C -19.470 -7.828 -10.664  0.304
6 C -18.285 -8.159 -9.792  -1.762
7 C -20.410 -7.481 -13.026  -0.954
8 C -21.644 -8.342 -12.803  -0.148
9 O -21.369 -9.730 -12.956  -0.416
10 C -22.380 -10.601 -12.410  -0.625
11 H -16.928 -5.607 -13.842  0.482
12 H -18.513 -5.925 -14.452  0.341
13 H -17.202 -7.269 -14.369  0.342
14 H -18.517 -5.733 -12.003  0.133
15 H -17.072 -6.919 -11.976  0.407
16 H -18.297 -9.210 -13.598  0.372
17 H -19.110 -9.936 -12.193  0.354
18 H -17.480 -9.236 -12.010  0.410
19 H -19.986 -8.774 -10.501  0.108
20 H -20.041 -6.961 -10.330  -0.115
21 H -17.356 -7.625 -9.990  0.419
22 H -17.940 -9.192 -9.749  0.482
23 H -18.516 -7.891 -8.761  0.583
24 H -20.125 -7.516 -14.078  0.425
25 H -20.607 -6.444 -12.756  0.457
26 H -22.340 -8.038 -13.585  0.755
27 H -22.020 -8.229 -11.787  -0.250
28 H -23.136 -10.957 -13.110  0.383
29 H -22.993 -10.211 -11.598  0.091
30 H -21.858 -11.462 -11.992  0.288
31 C -20.706 -4.458 -6.354  -1.179
32 C -21.383 -3.295 -7.205  -0.599
33 N -21.533 -3.518 -8.746  1.391
34 C -20.322 -4.249 -9.377  -1.802
35 C -22.789 -4.391 -9.090  0.366
36 C -24.100 -3.837 -8.321  -1.160
37 C -21.743 -2.133 -9.370  -0.567
38 C -20.491 -1.450 -9.934  -1.079
39 O -19.366 -1.458 -8.988  -0.336
40 C -18.101 -1.126 -9.523  -0.771
41 H -19.677 -4.361 -6.699  0.343
42 H -21.133 -5.457 -6.443  0.085
43 H -20.711 -4.208 -5.293  0.470
44 H -20.880 -2.330 -7.141  0.446
45 H -22.401 -3.017 -6.934  0.520
46 H -19.315 -3.927 -9.114  0.470
47 H -20.527 -4.212 -10.447  0.609
48 H -20.267 -5.295 -9.075  0.458
49 H -22.506 -5.435 -8.958  0.113
50 H -22.952 -4.342 -10.167  -0.194
51 H -25.062 -4.236 -8.644  -0.040
52 H -24.197 -2.752 -8.293  0.366
53 H -24.086 -4.152 -7.277  0.379
54 H -22.230 -1.490 -8.637  0.586
55 H -22.409 -2.291 -10.218  0.195
56 H -20.781 -0.425 -10.166  0.588
57 H -20.106 -1.848 -10.873  0.397
58 H -17.364 -1.168 -8.720  0.248
59 H -18.062 -0.092 -9.864  0.325
60 H -17.829 -1.823 -10.315  0.309
61 C -28.823 -7.306 -12.766  -1.381
62 C -27.713 -6.831 -11.717  -0.277
63 N -27.666 -7.477 -10.287  0.439
64 C -27.016 -8.881 -10.477  -1.219
65 C -26.768 -6.657 -9.268  -0.997
66 C -26.927 -7.033 -7.775  -0.837
67 C -29.141 -7.613 -9.755  -0.786
68 C -29.999 -6.345 -9.442  -0.884
69 O -29.330 -5.379 -8.649  -0.260
70 C -30.251 -4.573 -8.045  -0.902
71 H -28.887 -8.389 -12.874  0.320
72 H -28.737 -6.936 -13.788  0.415
73 H -29.823 -7.009 -12.452  0.299
74 H -27.724 -5.753 -11.554  0.410
75 H -26.817 -6.981 -12.319  0.381
76 H -27.750 -9.487 -11.007  0.447
77 H -26.817 -9.391 -9.534  0.453
78 H -26.174 -8.691 -11.143  0.381
79 H -26.903 -5.580 -9.359  0.550
80 H -25.749 -6.724 -9.648  0.827
81 H -26.592 -8.060 -7.630  -0.105
82 H -27.909 -6.842 -7.342  0.276
83 H -26.263 -6.436 -7.150  0.302
84 H -29.037 -8.177 -8.828  0.506
85 H -29.698 -8.257 -10.435  0.583
86 H -30.983 -6.557 -9.025  0.613
87 H -30.278 -5.872 -10.383  0.302
88 H -30.508 -5.122 -7.139  0.371
89 H -30.992 -4.178 -8.739  0.350
90 H -29.914 -3.586 -7.729  0.264
91 C -26.805 -11.845 -7.342  -1.572
92 C -25.269 -11.915 -7.508  -0.385
93 N -24.547 -13.236 -7.662  0.509
94 C -25.166 -13.863 -8.939  -1.044
95 C -23.013 -13.094 -7.872  -0.532
96 C -22.244 -14.360 -8.062  -1.329
97 C -24.883 -14.200 -6.461  -0.746
98 C -24.175 -14.016 -5.082  -0.678
99 O -24.307 -12.737 -4.696  -0.262
100 C -23.907 -12.522 -3.331  -0.939
101 H -27.212 -12.472 -6.548  0.416
102 H -27.375 -12.114 -8.232  0.424
103 H -27.025 -10.818 -7.052  0.346
104 H -24.854 -11.482 -6.598  0.428
105 H -24.889 -11.258 -8.290  0.425
106 H -25.168 -13.211 -9.812  0.330
107 H -26.199 -13.996 -8.616  0.482
108 H -24.745 -14.804 -9.291  0.396
109 H -22.728 -12.529 -6.984  0.487
110 H -22.957 -12.430 -8.735  0.482
111 H -21.264 -14.060 -8.435  0.313
112 H -22.609 -15.020 -8.849  0.243
113 H -22.124 -14.884 -7.114  0.374
114 H -24.599 -15.192 -6.811  0.438
115 H -25.956 -14.104 -6.290  0.509
116 H -23.103 -14.199 -5.159  0.295
117 H -24.637 -14.682 -4.353  0.526
118 H -24.661 -12.852 -2.616  0.365
119 H -23.711 -11.485 -3.058  0.304
120 H -23.044 -13.058 -2.937  0.345
121 C -14.594 -10.014 -8.428  -1.351
122 C -15.178 -11.394 -8.701  -0.376
123 N -14.341 -12.655 -8.238  0.175
124 C -12.941 -12.580 -9.071  -1.018
125 C -14.032 -12.754 -6.694  -0.430
126 C -15.039 -12.158 -5.723  -0.985
127 C -14.988 -13.971 -8.741  -0.635
128 C -16.198 -14.625 -7.969  -0.828
129 O -17.258 -13.682 -7.646  -0.240
130 C -18.484 -14.241 -7.101  -0.969
131 H -14.130 -9.840 -7.457  0.322
132 H -15.410 -9.296 -8.510  0.263
133 H -13.851 -9.833 -9.205  0.470
134 H -15.398 -11.530 -9.760  0.394
135 H -16.075 -11.537 -8.099  0.379
136 H -13.178 -12.685 -10.130  0.389
137 H -12.348 -13.421 -8.713  0.478
138 H -12.473 -11.601 -8.960  0.371
139 H -12.996 -12.459 -6.527  0.432
140 H -14.020 -13.819 -6.462  0.430
141 H -14.817 -12.513 -4.717  0.407
142 H -16.025 -12.567 -5.941  0.153
143 H -15.237 -11.093 -5.842  0.276
144 H -14.189 -14.711 -8.788  0.459
145 H -15.359 -13.763 -9.745  0.415
146 H -15.895 -15.170 -7.075  0.417
147 H -16.544 -15.496 -8.526  0.568
148 H -19.201 -13.486 -6.780  0.267
149 H -18.312 -14.791 -6.176  0.390
150 H -19.084 -14.842 -7.785  0.389
151 As -22.956 -8.369 -7.506  1.798
152 F -22.410 -8.700 -5.833  -0.529
153 F -24.551 -9.011 -7.185  -0.358
154 F -23.432 -8.126 -9.223  -0.362
155 F -21.415 -7.487 -7.897  -0.417
156 F -22.297 -9.916 -8.030  -0.475
157 F -23.594 -6.767 -6.940  -0.464
158 As -23.334 -4.661 -13.520  1.890
159 F -22.589 -5.452 -12.065  -0.307
160 F -24.930 -5.246 -12.941  -0.463
161 F -23.933 -3.843 -14.985  -0.431
162 F -21.680 -3.998 -13.920  -0.538
163 F -22.953 -6.123 -14.604  -0.501
164 F -23.441 -3.170 -12.477  -0.485

total charge = +3
orbital gap = 9.4 eV
highest occupied orbital energy = -15.047 eV



No. 5
Computed, not measured: C40H100BrCaF2N7O13S2 as an isolated structure, with wB97M-V/def2-TZVPD.

Last column: Mulliken charge in e.
Geometry (Å):
1 Ca 10.110 2.643 -16.290  1.327
2 Br 11.271 0.353 -17.389  -0.383
3 N 9.987 4.405 -14.966  -0.166
4 S 11.013 5.321 -14.244  0.603
5 O 11.353 4.903 -12.853  -0.607
6 O 11.219 6.731 -14.664  -0.609
7 F 12.261 4.598 -14.961  -0.207
8 S 8.701 5.418 -14.355  0.895
9 O 8.231 6.493 -15.241  -0.565
10 O 8.413 5.683 -12.920  -0.590
11 F 7.664 4.186 -14.662  -0.252
12 C 12.808 3.243 -21.332  -1.230
13 C 12.882 2.092 -20.266  0.489
14 O 11.648 1.401 -20.364  -0.525
15 H 12.947 2.955 -22.374  0.350
16 H 13.526 4.008 -21.035  0.404
17 H 11.909 3.851 -21.231  0.140
18 H 13.016 2.460 -19.249  -0.355
19 H 13.534 1.269 -20.558  0.470
20 H 11.486 0.785 -19.646  -0.067
21 C 12.966 -3.447 -18.818  -0.719
22 C 11.603 -3.164 -19.527  -0.141
23 O 10.612 -2.685 -18.608  -0.279
24 H 13.263 -2.638 -18.149  -0.027
25 H 13.746 -3.742 -19.519  0.418
26 H 12.891 -4.421 -18.335  0.462
27 H 11.235 -4.089 -19.971  0.323
28 H 11.875 -2.561 -20.393  -0.147
29 H 10.867 -1.802 -18.331  -0.182
30 C 12.333 -1.461 -24.023  -1.476
31 C 12.594 -0.831 -22.656  0.320
32 O 11.401 -0.922 -21.886  -0.525
33 H 11.818 -0.845 -24.761  0.342
34 H 11.780 -2.399 -23.980  0.348
35 H 13.268 -1.642 -24.553  0.383
36 H 12.857 0.208 -22.856  0.061
37 H 13.287 -1.467 -22.104  0.221
38 H 11.440 -0.417 -21.071  0.347
39 C 19.411 -2.887 -14.279  -1.939
40 C 18.646 -3.887 -15.185  1.263
41 C 18.375 -5.107 -14.250  -1.111
42 C 17.277 -6.031 -14.862  -0.783
43 C 16.071 -5.280 -15.235  -1.258
44 C 16.337 -4.082 -16.250  1.912
45 N 17.352 -3.224 -15.607  0.770
46 O 17.562 -1.975 -16.276  -0.542
47 C 16.552 -4.611 -17.689  -1.869
48 C 15.026 -3.218 -16.236  -2.411
49 C 19.404 -4.292 -16.427  -1.511
50 H 19.706 -2.093 -14.965  0.440
51 H 20.364 -3.329 -13.990  0.493
52 H 18.756 -2.477 -13.510  0.384
53 H 19.276 -5.720 -14.238  0.385
54 H 18.022 -4.754 -13.281  0.384
55 H 16.995 -6.855 -14.207  0.407
56 H 17.762 -6.512 -15.712  0.264
57 H 15.537 -4.913 -14.359  0.474
58 H 15.248 -5.889 -15.610  0.477
59 H 15.628 -4.680 -18.263  0.294
60 H 17.137 -3.843 -18.196  0.429
61 H 17.062 -5.553 -17.887  0.303
62 H 14.821 -2.970 -15.194  0.278
63 H 15.213 -2.237 -16.673  0.759
64 H 14.103 -3.724 -16.519  0.542
65 H 20.457 -4.092 -16.224  0.472
66 H 19.116 -3.886 -17.396  0.181
67 H 19.341 -5.366 -16.602  0.315
68 H 16.806 -1.427 -16.053  0.084
69 C 6.805 0.232 -19.198  -1.724
70 C 5.565 0.771 -18.549  1.348
71 C 5.740 0.210 -17.039  -0.014
72 C 4.716 0.794 -16.010  -0.893
73 C 4.765 2.354 -16.091  -0.219
74 C 4.614 2.925 -17.483  1.027
75 N 5.458 2.281 -18.447  1.396
76 O 5.721 2.892 -19.632  -0.302
77 C 3.131 3.028 -17.866  -1.855
78 C 5.155 4.478 -17.487  -1.486
79 C 4.328 0.090 -19.117  -1.771
80 H 6.941 0.439 -20.260  0.407
81 H 6.835 -0.854 -19.114  0.554
82 H 7.646 0.689 -18.677  0.003
83 H 5.826 -0.873 -16.952  0.542
84 H 6.696 0.650 -16.755  -1.069
85 H 5.166 0.499 -15.062  0.438
86 H 3.772 0.281 -16.197  0.541
87 H 5.700 2.766 -15.710  -0.561
88 H 4.058 2.712 -15.343  0.472
89 H 2.569 3.559 -17.098  0.453
90 H 2.989 3.452 -18.860  0.381
91 H 2.590 2.086 -17.954  0.309
92 H 5.011 5.040 -18.410  0.408
93 H 4.406 4.997 -16.889  0.542
94 H 6.178 4.647 -17.152  -0.064
95 H 4.052 0.538 -20.071  0.347
96 H 3.433 0.181 -18.502  0.326
97 H 4.603 -0.946 -19.316  0.435
98 H 5.017 2.639 -20.234  0.262
99 C 7.878 0.444 -12.858  -1.612
100 C 8.800 1.392 -13.679  0.718
101 C 10.227 0.864 -13.450  -1.099
102 O 11.113 1.681 -14.143  0.700
103 C 12.465 1.558 -13.855  -1.263
104 N 8.459 1.222 -15.106  1.759
105 H 6.830 0.733 -12.941  0.425
106 H 7.982 0.466 -11.773  0.430
107 H 7.930 -0.581 -13.225  0.171
108 H 8.684 2.402 -13.286  0.030
109 H 10.445 -0.172 -13.709  0.240
110 H 10.413 1.095 -12.401  0.583
111 H 13.206 2.084 -14.458  0.074
112 H 12.815 0.526 -13.842  0.494
113 H 12.477 2.075 -12.895  0.429
114 H 7.464 1.050 -15.067  -0.683
115 H 8.603 0.284 -15.452  -0.437
116 C 17.383 0.610 -13.951  -1.876
117 C 16.022 0.982 -14.539  0.388
118 C 16.122 1.701 -15.941  -0.122
119 O 16.838 2.992 -15.822  -0.358
120 C 16.750 3.747 -16.959  -0.556
121 N 15.459 -0.309 -14.768  -0.064
122 H 18.009 1.474 -13.726  0.495
123 H 18.087 0.097 -14.606  0.271
124 H 17.360 0.069 -13.005  0.529
125 H 15.580 1.608 -13.763  0.355
126 H 15.073 1.870 -16.185  -0.134
127 H 16.599 1.111 -16.724  0.435
128 H 17.088 4.740 -16.663  0.271
129 H 15.775 3.802 -17.445  0.085
130 H 17.419 3.330 -17.712  0.347
131 H 15.705 -0.873 -13.967  0.219
132 H 14.487 -0.339 -15.040  -0.114
133 C 8.400 4.588 -20.183  -1.718
134 C 9.313 3.991 -19.094  0.885
135 C 10.392 4.982 -18.508  -1.170
136 O 11.329 4.201 -17.693  0.791
137 C 12.663 4.742 -17.813  -1.035
138 N 8.494 3.544 -18.059  1.037
139 H 9.061 4.861 -21.005  0.523
140 H 7.867 5.531 -20.055  0.316
141 H 7.751 3.826 -20.615  0.360
142 H 9.731 3.097 -19.557  -0.127
143 H 9.997 5.724 -17.814  0.373
144 H 10.808 5.505 -19.368  0.515
145 H 13.077 4.817 -18.819  0.304
146 H 13.349 4.023 -17.364  0.051
147 H 12.777 5.724 -17.353  0.313
148 H 8.144 4.439 -17.749  -0.202
149 H 7.779 2.992 -18.511  -1.225
150 C 9.467 -3.606 -13.655  -1.415
151 C 8.812 -3.436 -15.070  0.468
152 C 7.453 -4.084 -15.088  -0.934
153 O 7.042 -3.918 -16.367  -0.230
154 C 5.685 -4.365 -16.704  -0.888
155 N 8.908 -2.028 -15.489  0.067
156 H 9.157 -4.559 -13.227  0.483
157 H 9.182 -2.926 -12.852  0.214
158 H 10.548 -3.672 -13.776  0.315
159 H 9.357 -4.035 -15.800  0.274
160 H 6.787 -3.369 -14.606  0.300
161 H 7.260 -5.100 -14.742  0.435
162 H 5.503 -4.185 -17.764  0.216
163 H 4.962 -3.950 -16.002  0.351
164 H 5.597 -5.443 -16.570  0.361
165 H 8.499 -1.920 -16.406  0.060
166 H 9.900 -2.007 -15.674  -0.167

orbital gap = 7.2 eV
highest occupied orbital energy = -7.916 eV



- The highest orbital gap belongs to which entry?
  C3N3O2P



- Which of these has the lowest highest occupied orbital energy?
  C40H100As2F12N5O5



- orbital gap of number 1 (C3I2N2)?
  8.0 eV